# 1
Molecular formula: C29H37N4O
Method: DFT, ωB97M-V/def2-TZVPD

Summary:
* HOMO level: -0.3471 Eh
* SMILES: CN1C(=O)[C@@H](Cc2c[nH]c3ccccc23)N(/C=C/[C@@H](c2ccccc2)[N+]2(C)CCCC2)C1(C)C
* total charge: +1

Geometry (Å):
C: -1.418 3.092 -1.136
N: -1.000 2.539 -2.408
C: -1.326 3.350 -3.682
C: -0.382 2.671 -4.703
C: 0.846 2.206 -3.887
C: 0.522 2.519 -2.441
H: -1.012 2.523 -0.276
H: -0.999 4.094 -1.140
H: -2.502 3.143 -1.023
H: -2.437 3.389 -3.921
H: -0.937 4.410 -3.426
H: -0.830 1.791 -5.203
H: -0.150 3.400 -5.493
H: 0.954 1.131 -4.069
H: 1.791 2.677 -4.188
H: 0.822 3.530 -2.125
H: 0.896 1.796 -1.720
C: -0.299 -4.197 2.593
N: -0.048 -2.823 2.169
C: 0.855 -1.993 2.767
O: 1.631 -2.338 3.690
C: 0.676 -0.609 2.105
C: 1.977 0.126 1.713
C: 2.965 0.225 2.818
C: 2.871 0.975 3.988
N: 3.960 0.660 4.808
C: 4.771 -0.249 4.137
C: 5.926 -0.907 4.596
C: 6.499 -1.855 3.723
C: 5.919 -2.149 2.485
C: 4.746 -1.508 2.046
C: 4.182 -0.539 2.889
N: -0.199 -0.872 0.979
C: -0.541 0.177 0.166
C: -1.582 0.236 -0.763
C: -1.747 1.052 -1.985
C: -3.175 0.961 -2.495
C: -4.031 2.064 -2.693
C: -5.331 1.861 -3.215
C: -5.730 0.559 -3.571
C: -4.900 -0.539 -3.325
C: -3.672 -0.334 -2.718
C: -0.877 -2.188 1.141
C: -0.772 -3.051 -0.112
C: -2.310 -2.072 1.684
H: 0.344 -4.457 3.440
H: -1.350 -4.337 2.892
H: -0.099 -4.911 1.778
H: 0.141 0.012 2.860
H: 2.448 -0.371 0.843
H: 1.675 1.143 1.417
H: 2.111 1.683 4.277
H: 4.111 1.024 5.726
H: 6.320 -0.665 5.569
H: 7.410 -2.371 4.036
H: 6.384 -2.901 1.838
H: 4.258 -1.739 1.105
H: 0.149 1.018 0.288
H: -2.464 -0.429 -0.511
H: -1.101 0.874 -2.929
H: -3.709 3.067 -2.401
H: -6.027 2.720 -3.288
H: -6.713 0.415 -4.027
H: -5.224 -1.563 -3.559
H: -3.091 -1.214 -2.412
H: 0.289 -3.315 -0.250
H: -1.330 -3.987 0.019
H: -1.153 -2.485 -0.966
H: -2.276 -1.837 2.759
H: -2.858 -1.286 1.162
H: -2.847 -3.023 1.557

Atomic forces in eV per Å
C 0.489 2.724 1.190
N -1.084 0.868 3.179
C -0.077 0.113 0.554
C -0.494 0.507 -0.433
C 0.381 -0.114 -0.556
C -0.811 -0.383 -0.032
H -0.216 0.517 -0.791
H -0.183 0.557 0.693
H 0.345 -0.047 -0.064
H 1.740 -0.215 0.300
H -0.730 -1.606 -0.383
H -0.096 0.564 0.333
H 0.067 -0.312 0.244
H 0.187 0.178 0.327
H -0.360 -0.074 0.040
H -0.008 -0.315 -0.192
H -0.038 0.000 -0.046
C -0.135 -0.240 -0.145
N 0.385 0.317 0.316
C 1.442 -1.283 1.741
O -2.039 1.267 -2.455
C 0.525 0.127 1.138
C -0.330 0.149 -0.209
C 0.202 0.744 1.208
C 0.877 -1.250 -0.834
N -0.532 -0.027 -1.321
C 0.181 -0.277 0.615
C -0.309 -0.284 -1.316
C -0.148 0.747 1.075
C -0.766 0.102 -0.934
C 0.805 0.005 0.872
C -0.248 -0.073 0.307
N -0.621 0.408 -0.098
C -0.841 -0.797 -1.244
C 0.902 -0.371 2.316
C 1.369 -1.204 -5.578
C -0.695 0.713 0.195
C -0.431 -0.712 -0.145
C 0.402 -0.260 0.288
C -0.127 0.598 -0.060
C -0.338 0.273 0.176
C 0.366 -0.176 -0.186
C -0.026 -0.513 0.255
C 0.180 0.223 -0.128
C -0.046 0.076 0.051
H -0.089 0.355 -0.252
H 0.324 0.177 -0.013
H 0.056 0.303 0.232
H 0.348 -0.248 -0.224
H -0.344 0.204 0.295
H 0.263 -0.219 -0.109
H 0.087 -0.055 0.163
H 0.100 0.060 0.123
H 0.268 -0.145 0.105
H -0.345 0.137 -0.150
H -0.165 0.292 0.305
H 0.236 -0.166 0.015
H -0.029 -0.431 -0.300
H 1.242 0.949 -0.909
H -1.229 -2.922 1.591
H -0.397 -0.403 -0.276
H 0.560 -0.733 -0.126
H 0.322 0.006 0.200
H 0.089 0.587 0.133
H -0.047 0.472 -0.410
H -0.399 0.220 -0.207
H 0.018 0.368 -0.135
H 0.059 -0.307 -0.091
H -0.073 0.054 -0.391
H -0.116 -0.135 0.140
H 0.144 0.336 0.027

=====

# 2
Molecular formula: C29H37N6NaO6S
Method: DFT, ωB97M-V/def2-TZVPD

Summary:
* HOMO level: -0.1034 Eh
* total charge: -2

Geometry (Å):
Na: 1.522 -0.714 0.810
C: 0.406 -3.451 0.878
N: -0.319 -2.928 2.022
C: 0.343 -3.175 3.295
C: 0.053 -2.087 4.332
C: 0.509 -0.702 3.856
N: 1.788 -0.821 3.199
C: 2.661 0.101 3.273
C: 3.934 0.112 2.566
C: 4.836 1.119 2.953
C: 6.099 1.243 2.426
C: 6.492 0.316 1.446
C: 5.639 -0.668 1.022
C: 4.302 -0.826 1.528
O: 3.541 -1.729 1.053
C: -1.725 -3.306 2.015
C: -2.724 -2.171 1.814
C: -2.572 -1.379 0.507
N: -1.608 -0.297 0.625
C: -2.120 0.831 0.942
C: -1.448 2.084 1.230
C: -2.250 3.162 1.640
C: -1.726 4.383 1.990
C: -0.328 4.546 1.930
C: 0.491 3.525 1.524
C: -0.023 2.243 1.136
O: 0.736 1.320 0.724
H: 0.351 -4.553 0.809
H: 1.463 -3.181 0.939
H: -0.009 -3.038 -0.045
H: 1.417 -3.181 3.118
H: 0.061 -4.159 3.710
H: 0.586 -2.358 5.250
H: -1.014 -2.058 4.579
H: 0.515 0.011 4.695
H: -0.208 -0.329 3.115
H: 2.493 0.980 3.918
H: 4.506 1.824 3.711
H: 6.763 2.034 2.749
H: 7.483 0.385 1.007
H: 5.936 -1.369 0.250
H: -1.968 -3.816 2.957
H: -1.896 -4.047 1.220
H: -2.670 -1.467 2.650
H: -3.723 -2.622 1.838
H: -3.562 -0.989 0.227
H: -2.253 -2.054 -0.294
H: -3.219 0.897 1.039
H: -3.326 3.009 1.678
H: -2.368 5.200 2.292
H: 0.109 5.502 2.200
H: 1.565 3.657 1.464
C: -1.973 -2.669 -3.113
N: -0.750 -1.970 -2.811
C: 0.457 -2.552 -2.631
N: 0.479 -3.945 -2.725
O: 1.490 -1.923 -2.431
H: -2.762 -1.932 -3.244
H: -2.286 -3.347 -2.308
H: -1.888 -3.249 -4.036
H: -0.754 -0.949 -2.679
H: -0.352 -4.433 -2.428
H: 1.331 -4.319 -2.340
N: -0.348 0.858 -2.299
C: -0.862 1.776 -3.232
C: -0.253 1.928 -4.477
C: -0.833 2.724 -5.455
C: -2.030 3.386 -5.209
C: -2.616 3.270 -3.955
C: -2.041 2.472 -2.975
S: -2.835 4.310 -6.519
O: -3.638 5.315 -5.834
O: -1.743 4.858 -7.313
O: -3.626 3.305 -7.222
H: 0.641 0.669 -2.384
H: -0.629 0.964 -1.332
H: 0.673 1.400 -4.680
H: -0.363 2.841 -6.422
H: -3.530 3.816 -3.759
H: -2.499 2.387 -1.995

Atomic forces in eV per Å
Na -0.250 0.019 -0.236
C 0.026 -0.044 0.083
N 0.052 -0.014 0.028
C -0.032 0.069 0.015
C 0.064 -0.022 -0.045
C 0.000 -0.024 0.031
N -0.032 0.064 -0.281
C 0.008 -0.082 0.098
C 0.105 0.097 0.074
C -0.099 -0.063 0.005
C 0.077 -0.020 -0.053
C -0.054 0.032 0.052
C -0.019 -0.064 -0.045
C 0.101 -0.051 0.063
O -0.099 0.217 0.121
C -0.044 0.050 -0.022
C 0.065 -0.025 -0.034
C -0.001 -0.013 0.043
N 0.034 -0.041 0.041
C -0.004 0.043 0.028
C -0.020 -0.021 0.018
C -0.034 -0.080 -0.023
C 0.101 0.068 0.017
C -0.102 -0.085 -0.021
C -0.015 0.043 0.013
C -0.024 -0.089 -0.058
O 0.264 -0.049 0.010
H -0.005 -0.023 -0.019
H -0.012 0.024 0.003
H -0.003 0.006 0.027
H -0.003 -0.003 -0.016
H -0.010 -0.030 -0.012
H -0.007 0.005 0.002
H -0.010 -0.005 -0.006
H 0.034 0.014 -0.013
H -0.016 -0.004 0.006
H -0.039 -0.027 0.035
H -0.019 -0.003 0.004
H 0.006 -0.002 -0.006
H 0.008 0.001 -0.004
H 0.001 0.004 0.004
H 0.006 -0.004 0.008
H 0.020 -0.015 -0.002
H 0.008 0.000 0.001
H -0.013 0.021 0.004
H -0.002 0.014 -0.030
H -0.012 0.018 0.011
H -0.002 0.045 -0.006
H 0.006 0.001 -0.001
H 0.003 -0.001 0.002
H 0.004 0.008 0.001
H 0.000 -0.015 -0.003
C 0.056 0.000 -0.020
N 0.042 0.016 0.117
C 0.083 -0.008 -0.059
N -0.023 0.017 -0.015
O -0.153 -0.011 0.083
H -0.011 -0.006 -0.009
H -0.003 0.019 0.008
H -0.021 0.000 -0.008
H -0.013 -0.031 -0.032
H -0.004 -0.012 -0.010
H 0.022 0.005 0.007
N -0.122 -0.101 -0.196
C -0.047 -0.139 0.074
C 0.007 -0.008 -0.075
C -0.087 0.013 0.109
C 0.057 -0.006 0.034
C 0.071 -0.054 -0.057
C -0.044 0.052 0.027
S 0.016 -0.070 0.045
O -0.067 0.045 0.056
O 0.071 0.018 -0.072
O -0.035 0.002 -0.049
H 0.024 0.104 0.118
H 0.180 0.190 0.018
H -0.005 0.006 -0.002
H 0.000 0.006 -0.005
H 0.001 0.004 0.005
H -0.009 0.007 -0.004

=====

# 3
Molecular formula: C29H37N8O3PSV
Method: DFT, ωB97M-V/def2-TZVPD

Summary:
* spin multiplicity: 3
* HOMO level (alpha / beta): -0.3748 / -0.3772 Eh
* total charge: +1

Geometry (Å):
V: 0.686 0.222 0.753
O: 2.194 1.250 1.319
C: 3.395 1.151 0.761
C: 4.222 2.284 0.779
C: 5.465 2.263 0.182
C: 5.948 1.103 -0.427
C: 5.173 -0.034 -0.407
C: 3.892 -0.038 0.166
C: 3.202 -1.296 0.325
N: 1.976 -1.327 0.700
N: 1.443 -2.503 1.206
C: 0.455 -2.172 1.988
O: 0.054 -0.937 2.177
C: -0.252 -3.225 2.757
C: 0.120 -4.562 2.625
C: -0.569 -5.545 3.315
C: -1.630 -5.202 4.143
C: -1.999 -3.872 4.282
C: -1.313 -2.885 3.590
H: 3.851 3.175 1.271
H: 6.081 3.153 0.198
H: 6.929 1.091 -0.880
H: 5.554 -0.956 -0.831
H: 3.755 -2.228 0.234
H: 0.949 -4.817 1.980
H: -0.277 -6.582 3.213
H: -2.167 -5.971 4.683
H: -2.821 -3.601 4.932
H: -1.592 -1.845 3.688
C: 2.078 3.458 -3.339
N: 1.548 3.838 -2.039
C: 1.460 5.126 -1.554
C: 0.948 5.051 -0.319
N: 0.724 3.700 -0.035
C: 1.085 2.957 -1.129
S: 0.976 1.306 -1.492
C: 0.226 3.289 1.235
C: 0.399 4.140 2.317
C: -0.171 3.791 3.528
C: -0.892 2.617 3.628
C: -0.969 1.810 2.511
N: -0.414 2.127 1.329
H: 2.370 4.363 -3.863
H: 1.318 2.928 -3.910
H: 2.941 2.807 -3.207
H: 1.753 5.976 -2.145
H: 0.678 5.828 0.369
H: 0.986 5.040 2.232
H: -0.041 4.436 4.387
H: -1.354 2.305 4.553
H: -1.465 0.849 2.553
C: -4.258 -2.021 -1.281
N: -2.903 -1.995 -0.752
C: -2.508 -3.247 -0.107
P: -1.731 -0.994 -1.347
O: -0.638 -0.919 -0.323
N: -2.493 0.428 -1.648
C: -2.521 1.121 -2.925
C: -3.322 1.020 -0.607
N: -1.076 -1.493 -2.772
C: -1.950 -1.981 -3.830
C: 0.307 -1.944 -2.880
H: -4.966 -2.164 -0.462
H: -4.398 -2.839 -1.996
H: -4.498 -1.082 -1.779
H: -3.188 -3.459 0.720
H: -1.503 -3.164 0.293
H: -2.547 -4.085 -0.811
H: -1.717 0.770 -3.564
H: -2.377 2.190 -2.753
H: -3.480 0.987 -3.438
H: -3.147 0.518 0.344
H: -4.388 0.950 -0.842
H: -3.064 2.075 -0.490
H: -2.966 -1.608 -3.703
H: -1.982 -3.075 -3.845
H: -1.591 -1.634 -4.802
H: 0.862 -1.674 -1.985
H: 0.783 -1.484 -3.749
H: 0.349 -3.031 -2.995

Atomic forces in eV per Å
V 0.214 -0.003 0.079
O -0.254 -0.088 -0.266
C 0.057 -0.019 0.074
C 0.014 -0.044 -0.149
C -0.013 0.068 0.030
C 0.018 -0.060 -0.030
C 0.001 0.047 0.004
C 0.093 0.061 0.027
C -0.109 0.049 0.100
N 0.014 -0.118 -0.182
N -0.006 0.087 0.011
C -0.083 -0.177 0.369
O 0.247 0.230 -0.084
C 0.032 -0.119 -0.193
C 0.003 -0.008 -0.003
C -0.003 0.001 0.010
C -0.009 -0.009 0.008
C -0.009 0.019 0.016
C 0.020 0.013 -0.030
H -0.007 -0.008 0.003
H -0.010 -0.004 0.008
H -0.012 -0.004 0.004
H -0.016 0.000 -0.001
H -0.005 -0.026 0.102
H -0.004 0.010 0.003
H 0.002 0.011 -0.007
H 0.003 0.005 0.000
H 0.002 -0.007 -0.005
H -0.009 0.001 0.008
C -0.007 -0.006 0.019
N -0.009 0.020 0.040
C -0.024 0.005 -0.015
C 0.012 -0.003 0.022
N 0.085 -0.011 0.032
C 0.002 -0.080 -0.108
S -0.020 0.045 0.157
C -0.076 -0.004 -0.075
C -0.069 -0.017 -0.021
C 0.038 0.073 0.028
C -0.058 -0.091 -0.022
C -0.060 0.123 -0.016
N 0.038 -0.232 0.187
H 0.008 -0.001 -0.005
H 0.003 0.002 -0.010
H -0.004 -0.008 -0.005
H -0.007 0.003 0.038
H 0.031 0.022 -0.049
H 0.009 -0.009 0.013
H 0.006 -0.003 -0.003
H 0.001 0.017 0.002
H 0.004 -0.021 -0.011
C -0.052 0.041 -0.043
N 0.086 0.067 -0.101
C -0.027 0.033 -0.001
P -0.120 0.053 -0.047
O 0.048 0.249 -0.003
N -0.204 -0.183 -0.082
C 0.070 0.040 0.069
C 0.052 0.035 0.043
N -0.091 -0.059 0.094
C 0.001 0.036 -0.021
C 0.039 0.029 -0.018
H 0.000 -0.003 0.000
H 0.005 -0.002 0.008
H 0.015 -0.062 0.005
H 0.019 0.000 -0.004
H 0.056 -0.003 0.007
H -0.002 0.012 0.005
H -0.006 -0.023 -0.012
H 0.023 0.003 -0.004
H -0.007 0.001 0.003
H -0.018 -0.014 -0.006
H 0.016 0.019 -0.018
H 0.017 0.003 0.006
H 0.014 0.008 0.020
H -0.006 0.001 -0.005
H 0.013 -0.011 0.010
H -0.003 0.005 -0.023
H -0.007 -0.006 0.011
H -0.003 0.001 0.003

=====

Sequential ΔE to the lowest compared entry with this formula, charge and spin output: 4.1633 0.6719 1.0290 eV